Run w
Density functional theory data (ωB97M-V/def2-TZVPD) for a 2-piece molecular cluster, C3H8NO overall.

Properties
Net charge: +1
Gap between HOMO and LUMO (eV): 9.73

Each line ends with the Löwdin charge.
Cartesian coordinates (Å):
C -0.303 -0.746 1.221  -0.13
C -1.537 -0.367 1.519  0.10
C 1.754 -0.071 0.153  0.20
N 0.562 0.185 0.537  0.04
H -0.032 -1.796 1.293  0.13
H -1.921 0.648 1.486  0.09
H -2.140 -1.129 2.057  0.10
H 2.376 0.505 -0.511  0.13
H 2.065 -1.060 0.464  0.12
H -0.045 0.759 -0.048  0.14
H -0.242 1.760 -2.616  0.06
H -0.317 0.479 -3.227  0.07
O -0.222 0.833 -2.328  -0.06


Run x
Density functional theory data (ωB97M-V/def2-TZVPD) for C3H8NO as an isolated structure.

Properties
Net charge: +1
Gap between HOMO and LUMO (eV): 9.61

Each line ends with the Löwdin charge.
Cartesian coordinates (Å):
C 0.382 0.959 0.185  -0.17
C -0.294 -0.027 -0.637  -0.20
C -0.357 0.225 1.258  -0.12
N 0.561 -1.038 -1.171  0.17
O -1.589 0.638 1.714  0.01
H 1.534 0.975 0.195  0.15
H 0.074 2.016 0.050  0.14
H -0.906 0.455 -1.377  0.14
H 0.264 -0.549 1.699  0.14
H 1.453 -0.502 -1.219  0.17
H 0.364 -1.147 -2.192  0.19
H 0.707 -1.984 -0.780  0.19
H -2.193 -0.020 2.275  0.20


Run y
Density functional theory data (ωB97M-V/def2-TZVPD) for a 2-piece molecular cluster, C3H8NO overall.

Properties
Net charge: +1
Gap between HOMO and LUMO (eV): 6.89

Each line ends with the Löwdin charge.
Cartesian coordinates (Å):
C 2.036 -0.373 0.354  0.14
C -1.260 -0.120 0.187  -0.18
C -2.242 0.726 -0.445  -0.10
N 3.061 0.056 -0.354  0.15
O -1.585 -1.181 0.876  0.06
H 2.060 -0.447 1.451  0.13
H 1.040 -0.546 -0.148  0.06
H -2.469 1.468 0.274  0.08
H -3.146 0.130 -0.637  0.09
H -1.818 1.366 -1.266  0.10
H 3.924 0.228 0.186  0.15
H 2.886 0.133 -1.439  0.21
H -2.488 -1.440 0.961  0.10


Which structure wins on stability? run w wins.


Run w
Density functional theory data (ωB97M-V/def2-TZVPD) for an isolated ion of composition C3H8NO and charge +1.

Properties
Net charge: +1
Gap between HOMO and LUMO (spin up / spin down) (eV): 8.79 / 8.79

Each line ends with the Löwdin charge.
Cartesian coordinates (Å):
C -0.556 0.548 0.957  0.00
C 0.120 1.569 1.858  0.01
C 0.564 -1.499 -1.815  -0.01
N -0.464 -1.082 -0.795  -0.04
O 0.043 -0.344 0.267  0.05
H -1.519 0.860 0.553  0.15
H -0.111 1.682 2.988  0.14
H 1.229 1.463 1.684  0.11
H -0.190 2.553 1.420  0.11
H 0.020 -2.184 -2.520  0.12
H 0.912 -0.600 -2.364  0.09
H 1.399 -1.909 -1.185  0.11
H -1.447 -1.057 -1.048  0.15


Run x
Density functional theory data (ωB97M-V/def2-TZVPD) for a 2-piece molecular cluster, C3H8NO overall.

Properties
Net charge: +1
Gap between HOMO and LUMO (eV): 7.87

Each line ends with the Löwdin charge.
Cartesian coordinates (Å):
C -0.275 -0.708 2.106  0.18
N 0.752 -0.115 1.618  0.20
H -1.294 -0.480 1.825  0.13
H -0.012 -1.549 2.735  0.13
H 0.852 0.272 0.665  0.11
H 1.589 -0.355 2.145  0.15
C -0.395 -0.571 -1.624  0.01
C -0.492 0.741 -1.670  -0.24
O 0.099 1.561 -0.706  -0.06
H -0.984 -1.147 -2.355  0.08
H 0.399 -1.165 -1.174  0.06
H -0.975 1.386 -2.416  0.13
H 0.737 2.131 -1.149  0.11


Which structure wins on stability? run x wins.


Run w
Density functional theory data (ωB97M-V/def2-TZVPD) for C6H9N4O4S as an isolated structure.

Properties
Net charge: -1
Gap between HOMO and LUMO (eV): 9.11

Each line ends with the Löwdin charge.
Cartesian coordinates (Å):
C -2.682 -0.025 -1.577  -0.11
C -1.344 -0.163 -1.496  -0.08
C 0.954 2.001 0.302  -0.42
C -0.010 -1.791 1.687  -0.14
C 0.455 -0.379 1.780  -0.21
C 0.307 0.148 0.298  -0.27
N -3.120 0.494 -0.314  -0.01
N -2.076 0.547 0.455  0.01
N -1.030 0.193 -0.201  -0.13
N 1.670 2.322 -0.718  0.17
O 2.644 -0.986 -0.233  -0.32
O 0.563 2.716 1.206  0.02
O 0.585 -1.934 -1.192  -0.35
O 1.524 0.173 -2.104  -0.38
S 1.350 -0.743 -0.872  0.52
H -3.314 -0.193 -2.436  0.08
H -0.591 -0.628 -2.048  0.06
H 0.361 -2.142 0.759  0.02
H -1.101 -1.748 1.580  0.08
H -0.009 -2.413 2.593  0.08
H -0.254 0.007 2.587  0.13
H 1.481 -0.258 2.173  0.11
H 1.692 1.545 -1.392  0.02
H 1.945 3.259 -0.837  0.11


Run x
Density functional theory data (ωB97M-V/def2-TZVPD) for an isolated ion of composition C6H9N4O4S and charge -1.

Properties
Net charge: -1
Gap between HOMO and LUMO (eV): 6.81

Each line ends with the Löwdin charge.
Cartesian coordinates (Å):
C -3.355 -0.318 -0.215  -1.00
C 0.922 0.835 0.825  -0.26
C 0.085 -0.405 1.337  -0.25
C 1.217 0.330 -0.723  -0.17
C -0.623 -0.841 0.036  -0.20
C 2.681 -0.168 -0.879  -0.23
N -1.966 1.462 -0.146  -0.04
N -4.061 0.834 -0.346  -0.04
N -3.186 1.825 -0.352  -0.10
N -2.022 0.087 -0.064  -0.03
O 0.197 -0.643 -1.022  -0.03
O 0.344 2.081 0.942  -0.08
O 0.989 -1.386 1.799  0.02
O 2.908 -0.368 -2.233  -0.04
S -3.910 -1.831 0.037  0.41
H 1.898 0.801 1.410  0.16
H -0.728 -0.265 2.156  0.18
H 1.148 1.109 -1.546  0.17
H -1.052 -1.911 -0.033  0.14
H 2.954 -0.918 -0.187  0.09
H 3.488 0.633 -0.622  0.16
H -0.682 2.050 0.743  0.08
H 0.527 -2.150 1.704  0.04
H 2.227 -0.845 -2.617  0.05


Which structure wins on stability? run w wins.


Run w
Density functional theory data (ωB97M-V/def2-TZVPD) for a 2-piece molecular cluster, C6H15NO2 overall.

Properties
Gap between HOMO and LUMO (eV): 9.18

Each line ends with the Löwdin charge.
Cartesian coordinates (Å):
C -1.289 0.176 0.431  -0.47
C -1.370 0.723 -0.837  0.00
C -2.088 -1.079 0.725  -0.07
C -1.195 1.119 1.616  -0.08
H 0.232 -0.524 0.440  0.13
H -1.898 0.209 -1.629  0.08
H 0.276 0.313 -1.355  0.11
H -1.243 1.788 -0.987  0.08
H -2.143 -1.721 -0.153  0.08
H -1.626 -1.635 1.542  0.08
H -3.110 -0.836 1.025  0.08
H -0.629 0.646 2.422  0.07
H -0.680 2.042 1.352  0.08
H -2.183 1.390 1.992  0.08
C 1.338 -0.238 -1.318  -0.50
N 2.259 0.066 0.987  0.02
C 1.466 -0.699 0.082  -0.22
O 1.178 -1.256 -2.270  0.01
O 2.345 0.677 -1.670  0.00
H 1.971 -1.806 -2.265  0.10
H 2.091 1.103 -2.498  0.10
H 2.872 0.739 0.545  0.07
H 1.698 0.555 1.673  0.06
H 1.728 -1.753 0.150  0.11


Run x
Density functional theory data (ωB97M-V/def2-TZVPD) for one molecule with the formula C6H15NO2.

Properties
Gap between HOMO and LUMO (eV): 10.10

Each line ends with the Löwdin charge.
Cartesian coordinates (Å):
C 2.669 -0.228 0.404  -0.54
C -0.024 -0.396 -0.118  -0.36
C -1.334 0.423 -0.090  -0.39
C -0.133 -1.723 0.635  -0.04
C -2.517 -0.402 -0.608  -0.08
C -1.219 1.717 -0.907  -0.07
N 1.095 0.384 0.452  0.07
O 3.476 0.771 -0.135  0.01
O 2.762 -0.447 1.691  -0.15
H 1.400 0.176 1.576  0.19
H 3.924 1.176 0.621  0.10
H 1.118 1.338 0.104  0.12
H 2.629 -1.059 -0.313  0.14
H 0.225 -0.599 -1.168  0.15
H -1.529 0.688 0.956  0.14
H 0.846 -2.182 0.759  0.08
H -0.542 -1.560 1.634  0.10
H -0.777 -2.419 0.102  0.08
H -2.320 -0.769 -1.618  0.09
H -0.958 1.497 -1.945  0.09
H -2.730 -1.258 0.030  0.07
H -3.417 0.212 -0.647  0.08
H -2.170 2.251 -0.907  0.08
H -0.474 2.408 -0.509  0.07


Run y
Density functional theory data (ωB97M-V/def2-TZVPD) for a 2-piece molecular cluster, C6H15NO2 overall.

Properties
Gap between HOMO and LUMO (eV): 9.26

Each line ends with the Löwdin charge.
Cartesian coordinates (Å):
C 1.990 -0.221 -0.386  -0.32
C 2.692 -0.639 0.887  -0.07
C -0.818 -1.508 0.446  -0.02
C -0.518 -0.041 0.594  -0.45
O 1.804 -1.223 -1.351  -0.08
O -0.375 0.500 1.680  0.03
H 2.301 -2.021 -1.139  0.09
H 2.515 0.616 -0.859  0.11
H 2.152 -1.450 1.378  0.08
H 3.697 -1.013 0.678  0.08
H 2.736 0.201 1.577  0.09
H -0.470 -2.066 1.315  0.09
H -1.880 -1.703 0.321  0.08
H -0.309 -1.886 -0.442  0.07
C -1.268 0.986 -0.619  -0.37
C -2.772 0.796 -0.489  -0.07
N -0.918 2.346 -0.354  0.03
H 0.054 2.532 -0.572  0.07
H -1.058 2.544 0.635  0.08
H -0.925 0.684 -1.612  0.13
H 0.821 0.295 -0.304  0.12
H -3.085 0.968 0.541  0.09
H -3.288 1.506 -1.136  0.08
H -3.077 -0.204 -0.788  0.07


Which structure wins on stability? run x wins.